Entry 1:
13
Properties=species:S:1:pos:R:3:forces:R:3 method="wB97M-V/def2-TZVPD" smiles="C=N/[NH+]=C(/C)N=O" homo_energy_ev=-13.95 charge=+1 e_tot_ha=-356.93349 gap_ha=0.298
C -1.60611 0.15249 2.10454 1.1 1.6 -0.9
C 0.39968 -0.22827 -0.65783 -0.8 0.5 1.4
C 1.41303 0.07313 -1.70887 2.3 0.8 0.5
N -1.04969 -0.14110 0.99096 1.3 1.9 0.1
N -0.41151 -1.23165 -0.47713 0.7 -0.5 -1.2
N 0.03988 0.64946 0.37112 -0.9 0.4 2.3
O -0.97250 -2.23114 -0.69165 0.3 0.0 -0.4
H -2.58581 -0.28649 2.36199 0.9 -0.2 0.1
H -1.14145 1.03332 2.66692 -1.0 -1.2 -0.4
H 1.49421 -0.51873 -2.62360 -0.3 -0.4 0.6
H 1.34835 1.09682 -2.04509 -1.3 0.5 -0.2
H 2.46044 0.28411 -1.26406 -1.4 -1.4 -0.2
H 0.61147 1.34804 0.97270 -0.9 -2.0 -1.6


Entry 2:
19
Properties=species:S:1:pos:R:3:forces:R:3 method="wB97M-V/def2-TZVPD" smiles=C[C@@H](O)CNCN homo_energy_ev=-8.72 charge=0 e_tot_ha=-344.30915 gap_ha=0.355
C 0.93232 -0.39666 0.03216 -1.3 -1.0 0.1
C 0.73605 0.92874 0.75758 0.2 1.0 1.2
C 2.07710 1.58255 1.13323 0.2 -0.7 0.0
O 0.05043 1.91813 -0.02792 0.0 -0.3 -0.5
N -0.35944 -1.08666 -0.03513 -0.7 -0.7 0.4
C -1.48939 -0.75527 -0.87496 1.2 -0.6 -1.3
N -2.25708 -2.03504 -1.07007 0.8 2.2 0.2
H 1.43116 -0.25583 -0.92649 -0.1 0.4 -0.5
H 1.55495 -1.17157 0.51923 0.0 1.0 0.4
H 0.08876 0.80171 1.63105 0.3 -0.5 0.1
H 2.75811 1.02438 0.46850 0.6 0.8 0.6
H 2.38975 1.55353 2.20896 -0.4 -0.6 -1.0
H 2.05908 2.64056 0.88761 0.0 0.0 -0.3
H -0.87535 1.66228 -0.09271 0.1 0.0 0.0
H -0.31009 -2.08966 -0.16053 0.7 0.1 0.1
H -2.04616 0.12829 -0.54975 -0.4 -0.3 0.5
H -1.15425 -0.49825 -1.89606 0.0 0.1 0.0
H -2.72171 -2.24303 -0.18726 -0.5 0.0 -0.5
H -2.86425 -1.70820 -1.81746 -0.8 -1.0 0.4


Entry 3:
36
Properties=species:S:1:pos:R:3:forces:R:3 method="wB97M-V/def2-TZVPD" homo_energy_ev="-13.12 / -13.13" spin_multiplicity=4 charge=+1 e_tot_ha=-2329.16000 gap_ha="0.337 / 0.343"
Er 0.21654 -0.99544 0.13773 0.9 -0.3 0.2
C -0.52524 2.18528 1.28477 -1.0 -0.2 -0.2
C 0.92835 1.98654 1.62528 -0.2 -0.1 -0.3
N 1.55669 1.17500 0.55107 0.2 -0.2 0.6
C 1.83004 1.89711 -0.70585 0.3 0.3 -0.4
C 0.72570 1.98614 -1.78193 -0.2 -0.3 0.5
S -0.48550 0.58730 -1.97811 -0.1 0.5 0.1
C -2.02440 1.32501 -1.27307 -0.1 0.6 -0.4
C -2.39561 0.94725 0.15635 -0.3 -0.1 0.1
N -1.20971 0.88562 1.03145 0.4 -1.0 0.4
H -1.06353 2.71171 2.07704 0.2 0.1 0.0
H -0.64467 2.75882 0.37011 0.2 0.2 0.0
H 1.40684 2.97048 1.77064 0.0 -0.4 -0.1
H 0.99874 1.42177 2.55659 0.2 0.0 0.1
H 2.47765 0.87529 0.90035 -0.4 0.1 -0.2
H 2.20766 2.93591 -0.53008 -0.3 -0.7 0.1
H 2.64696 1.35144 -1.16396 0.2 -0.1 -0.1
H 0.09190 2.86021 -1.68003 0.0 0.1 0.0
H 1.25642 2.06023 -2.72191 -0.1 0.0 -0.3
H -1.91359 2.42531 -1.37878 -0.1 -0.7 -0.1
H -2.84283 1.01296 -1.93042 0.2 0.1 0.0
H -3.10825 1.70158 0.52408 0.1 -0.2 -0.1
H -2.93531 -0.02537 0.19059 0.5 0.5 0.0
H -1.52566 0.50145 1.92368 0.0 0.1 0.0
N 0.71761 -4.47075 0.02536 -0.7 0.6 -0.1
C 1.38808 -3.36619 -0.49276 0.8 0.0 -0.9
N 1.11659 -2.79701 -1.70037 -0.3 -0.7 0.9
N 1.88474 -1.72011 -1.73242 0.0 0.7 0.3
N 2.56639 -1.62279 -0.60100 0.4 1.1 -0.2
N 2.25387 -2.62938 0.21131 -0.1 -0.1 0.0
C -0.49122 -3.82189 0.43648 0.0 -0.9 0.4
N -0.48217 -2.86461 1.38161 -0.1 0.5 0.1
N -1.77043 -2.39389 1.37795 1.0 0.4 -0.1
N -2.42062 -3.03948 0.47829 -1.3 0.0 -0.7
N -1.66262 -3.94565 -0.14528 0.0 -0.1 0.4
H 1.23062 -4.86984 0.80523 -0.1 0.1 0.0


Entry 4:
50
Properties=species:S:1:pos:R:3:forces:R:3 method="wB97M-V/def2-TZVPD" smiles="O=C(c1ccc(Cl)s1)N1CCC[C@@H](N2CCN(c3ccc(F)cc3)CC2)C1" homo_energy_ev=-7.55 charge=0 e_tot_ha=-1973.67309 gap_ha=0.296
O -1.38724 2.59021 -0.60572 0.2 0.2 -0.3
C -1.79167 1.47605 -0.30097 -0.1 0.0 0.2
N -1.66871 0.98139 0.94928 -0.1 0.1 0.1
C -1.95687 -0.36735 1.37719 0.1 -0.6 0.0
H -2.76445 -0.33342 2.12128 0.0 0.0 -0.1
C -0.71859 -1.02313 1.99349 -0.1 0.1 0.1
C -0.12013 -0.13906 3.08253 0.2 0.0 -0.2
H -0.85572 0.03414 3.87146 0.0 0.0 0.1
C 0.25696 1.21497 2.46138 -0.2 0.0 0.2
N 1.19503 1.02620 1.36683 0.0 0.2 0.1
C 2.44754 0.40218 1.75564 -0.1 -0.2 0.0
H 2.24548 -0.58671 2.16594 0.0 0.0 0.1
C 3.33257 0.27215 0.49644 0.0 0.0 0.0
N 2.53836 0.34228 -0.70641 0.4 0.3 0.0
C 1.82636 -0.75865 -1.14332 -0.1 -0.4 -0.3
C 1.13381 -0.69844 -2.36162 0.1 0.0 0.2
C 0.42612 -1.77903 -2.84452 -0.1 -0.3 0.1
C 0.41444 -2.95662 -2.12085 0.0 0.0 0.1
C 1.12394 -3.07301 -0.94269 -0.2 -0.1 -0.3
C 1.82424 -1.98253 -0.46195 0.1 0.2 0.0
H 2.36867 -2.10205 0.46004 0.0 0.0 0.1
H 1.11947 -4.00710 -0.40261 0.0 -0.1 0.0
F -0.29487 -4.01769 -2.58034 0.1 0.1 0.0
H -0.10593 -1.71885 -3.78079 -0.1 0.0 -0.1
H 1.16306 0.20295 -2.95212 0.0 0.1 0.0
C 1.96041 1.66757 -0.83271 0.0 0.2 0.0
C 1.50728 2.18619 0.54980 0.0 0.1 -0.1
H 0.63223 2.80948 0.39561 0.0 0.0 0.1
H 2.29208 2.80435 1.01960 0.0 0.0 0.0
H 2.70130 2.34871 -1.26665 -0.1 0.0 0.0
H 1.09288 1.63248 -1.48788 0.0 0.0 0.0
H 4.04287 1.10333 0.44928 0.0 -0.1 0.0
H 3.91055 -0.65200 0.51319 0.0 0.1 0.0
H 2.97671 0.99203 2.52813 0.0 -0.1 0.0
C -1.07249 1.81370 1.97189 0.3 0.4 0.0
H -1.75721 1.86806 2.82657 0.1 0.0 0.0
H -0.95963 2.81744 1.56486 0.0 -0.1 0.1
H 0.67049 1.88162 3.24537 -0.1 -0.1 -0.1
H 0.73753 -0.62504 3.54567 0.0 0.0 0.1
H 0.02144 -1.17407 1.20743 -0.1 -0.1 0.0
H -1.00028 -1.99530 2.40012 0.0 -0.1 0.0
H -2.28462 -0.96056 0.52544 0.0 0.1 0.1
C -2.46374 0.65210 -1.32876 -0.1 0.0 -0.6
C -3.61793 -0.07990 -1.30765 0.3 0.2 0.1
C -3.98137 -0.58693 -2.57035 0.1 0.0 -0.4
C -3.10094 -0.21545 -3.54183 0.2 0.3 0.5
S -1.82722 0.78263 -2.93414 -0.7 -0.2 0.1
Cl -3.16845 -0.64206 -5.19293 0.0 0.0 -0.2
H -4.84824 -1.19506 -2.75084 -0.1 -0.1 -0.1
H -4.21549 -0.23219 -0.42682 0.0 0.0 0.2


Entry 5:
81
Properties=species:S:1:pos:R:3:forces:R:3 method="wB97M-V/def2-TZVPD" smiles="CCOC[C@@H]1OS(=O)(=O)O[C@@H]1N=C=S.CN(C)P(=O)(N(C)C)N(C)C.CN(C)P(=O)(N(C)C)N(C)C" homo_energy_ev=-7.94 charge=0 e_tot_ha=-3101.52805 gap_ha=0.255
C 6.11400 -3.66361 -0.83471 0.4 0.1 0.2
C 6.57847 -2.71096 -2.03283 0.6 -1.3 0.4
O 5.51066 -1.98655 -2.67719 0.0 0.3 1.1
C 4.96226 -0.96475 -1.82978 0.4 0.6 0.4
C 3.36783 -0.91882 -1.79395 0.7 1.3 -1.8
O 2.85092 -0.56733 -0.46161 -1.6 -2.1 -1.0
S 1.80781 -1.82244 -0.11389 -0.1 -1.9 4.7
O 2.69450 -2.81643 0.55956 -1.8 1.9 -3.0
O 0.62337 -1.58292 0.75359 2.5 0.7 -3.4
O 1.29740 -2.10951 -1.67873 1.2 0.9 1.0
C 2.52464 -2.10518 -2.50489 0.6 0.9 2.1
N 2.99083 -3.51657 -2.34298 -1.7 -0.5 -5.5
C 2.51806 -4.19073 -3.33897 -0.1 -2.1 2.6
S 1.80695 -5.42890 -4.18271 1.9 3.3 1.6
H 5.02670 -3.97407 -0.90319 1.3 0.5 0.0
H 6.74781 -4.61251 -0.87873 -0.8 1.3 0.2
H 6.31796 -3.14886 0.17005 -0.5 -0.9 -1.4
H 7.05756 -3.38510 -2.82651 -0.8 1.3 0.9
H 7.37862 -2.01090 -1.61772 -1.0 -0.7 -0.8
H 5.31370 0.04829 -2.23527 -0.5 -1.3 0.6
H 5.37580 -1.04434 -0.77620 -0.8 0.0 -1.1
H 3.07631 -0.01836 -2.43911 0.3 -1.2 1.0
H 2.37746 -1.68766 -3.54711 -0.4 -1.2 1.2
O -3.64991 -0.30039 -4.56843 2.3 2.7 0.9
P -3.41189 -0.50545 -3.06045 -4.6 -5.3 -0.7
N -2.87221 -2.13016 -3.22573 0.6 -1.4 0.2
C -3.69916 -3.16033 -3.83298 -0.4 0.1 -0.2
C -1.52138 -2.21348 -3.77664 0.1 0.4 0.3
N -5.05304 -0.33914 -2.60915 -1.0 1.2 -0.3
C -5.91526 -1.38126 -2.08430 0.2 0.2 0.7
C -5.86001 0.58019 -3.41154 0.2 -0.1 -0.5
N -3.07955 -0.64530 -1.30456 2.0 1.9 0.3
C -2.18268 0.43346 -0.86514 -0.3 0.3 0.3
C -2.73485 -1.86382 -0.58088 0.4 -0.6 -0.4
H -3.21908 -4.13964 -3.72927 0.2 0.2 0.0
H -3.89208 -2.97637 -4.89441 0.0 -0.1 -0.1
H -4.65037 -3.26650 -3.31616 -0.1 0.2 0.0
H -0.83212 -1.61009 -3.17391 0.0 0.1 0.0
H -1.48056 -1.84467 -4.80810 0.0 0.0 -0.1
H -1.13974 -3.23822 -3.75666 -0.2 0.0 0.1
H -6.33587 -1.99587 -2.88787 0.0 0.0 -0.1
H -6.75842 -0.93761 -1.54242 0.1 0.1 -0.1
H -5.41736 -2.02824 -1.36754 0.2 -0.1 -0.1
H -6.20228 0.10234 -4.33832 0.0 0.1 -0.1
H -5.28821 1.47055 -3.67382 0.0 -0.2 -0.1
H -6.73946 0.92383 -2.85922 0.1 -0.2 0.2
H -1.15821 0.26054 -1.21267 0.1 0.1 0.2
H -2.17320 0.53050 0.22399 0.0 -0.1 -0.1
H -2.51965 1.39441 -1.26971 0.0 0.0 -0.1
H -1.71235 -2.19937 -0.78621 0.0 -0.1 0.1
H -3.41641 -2.68632 -0.79547 0.1 0.2 -0.3
H -2.81592 -1.68640 0.49747 0.1 0.5 -0.1
O 0.44343 3.96066 1.73836 2.3 2.8 0.8
P 0.64798 3.79208 3.25578 -4.7 -5.4 -0.8
N 1.17199 2.15868 3.14433 0.6 -1.3 0.2
C 0.34491 1.12249 2.54614 -0.4 0.1 -0.1
C 2.53373 2.04388 2.62324 0.1 0.4 0.3
N -1.00018 3.98832 3.66781 -0.9 1.2 -0.4
C -1.88537 2.96983 4.20113 0.2 0.2 0.7
C -1.77949 4.89522 2.82501 0.2 -0.1 -0.4
N 0.94087 3.69468 5.02180 2.1 1.9 0.3
C 1.83989 4.77416 5.45191 -0.3 0.3 0.3
C 1.25529 2.49196 5.78370 0.4 -0.6 -0.4
H 0.80884 0.14076 2.68382 0.2 0.2 -0.1
H 0.17686 1.28199 1.47676 0.0 -0.1 -0.1
H -0.61846 1.04032 3.04497 -0.1 0.2 0.0
H 3.21905 2.65427 3.22315 0.0 0.1 0.0
H 2.59993 2.38421 1.58359 0.0 0.0 0.0
H 2.90013 1.01515 2.67840 -0.2 0.0 0.1
H -2.29620 2.33919 3.40505 0.0 0.0 -0.1
H -2.73443 3.43687 4.71337 0.1 0.1 -0.1
H -1.41023 2.33624 4.94473 0.2 -0.1 -0.1
H -2.10790 4.39708 1.90389 0.0 0.1 -0.1
H -1.19204 5.77205 2.55185 0.0 -0.2 -0.1
H -2.66621 5.26289 3.34949 0.1 -0.2 0.2
H 2.86956 4.58113 5.13115 0.1 0.1 0.2
H 1.82690 4.89980 6.53825 0.0 -0.1 -0.1
H 1.52272 5.72754 5.01525 0.0 0.0 -0.1
H 2.27803 2.13943 5.60908 0.0 -0.1 0.1
H 0.56902 1.67205 5.57562 0.1 0.2 -0.3
H 1.15303 2.69814 6.85538 0.0 0.4 -0.1


Entry 6:
11
Properties=species:S:1:pos:R:3:forces:R:3 method="wB97M-V/def2-TZVPD" smiles="[H]/N=N/C1CC1" homo_energy_ev=-9.39 charge=0 e_tot_ha=-227.32146 gap_ha=0.378
C 0.05286 0.87467 -1.00346 2.4 -0.8 1.3
C 0.09794 1.18095 0.43441 0.0 0.0 0.5
C 0.33922 -0.25219 -0.02892 2.6 1.0 -0.3
N -0.32185 -2.25870 0.74136 -0.8 3.0 -1.3
N -0.65388 -1.13005 0.21375 -1.1 -3.3 2.0
H -0.83073 0.79923 -1.48659 -2.6 0.0 -1.6
H 0.96044 1.01589 -1.55019 0.0 0.7 -0.6
H 1.04732 1.64329 0.71035 -0.7 0.1 0.5
H -0.83836 1.36577 1.00717 1.0 0.0 -0.6
H 1.39357 -0.59696 0.03794 -0.8 0.1 0.0
H -1.24653 -2.64191 0.92416 0.0 -0.8 0.0